Entry from the OMol25 dataset: 11 unconnected molecules or ions with the total composition C82H64Cl12O10 at a distorted geometry (wB97M-V/def2-TZVPD).

The value obtained for the LUMO energy is -1.4 eV. As for the SMILES: O=C1c2ccccc2C(=O)c2ccccc21.O=C1c2ccccc2C(=O)c2ccccc21.O=C1c2ccccc2C(=O)c2ccccc21.O=C1c2ccccc2C(=O)c2ccccc21.O=C1c2ccccc2C(=O)c2ccccc21.ClCCCl.ClCCCl.ClCCCl.ClCCCl.ClCCCl.ClCCCl. The calculation puts the calculated total energy at -9437.8164 Eh. The calculation puts the HOMO-LUMO gap at 0.3004 hartree.

Each atom is followed by the atoms it is bonded to, with distances in Å.
Atoms and positions in Å:
1 Cl 7.240 -0.038 4.392  C80 1.771
2 Cl 1.119 4.812 0.392  C44 1.764
3 Cl 4.791 5.866 -1.258  C40 1.799
4 Cl 6.353 4.418 -3.815  C83 1.796
5 Cl 6.064 3.329 3.083  C59 1.786
6 Cl 9.432 3.048 2.303  C33 1.831
7 Cl -1.868 -0.251 2.041  C96 1.711
8 Cl -5.257 -2.881 1.690  C24 1.769
9 Cl 4.152 -4.887 1.549  C100 1.771
10 Cl 10.454 1.976 5.590  C57 1.770
11 Cl 0.873 2.921 3.361  C81 1.787
12 Cl 1.867 -5.235 4.571  C47 1.766
13 O -0.850 -6.318 0.338  C71 1.222
14 O -4.664 0.406 -0.526  C41 1.196
15 O 0.698 -3.377 -4.044  C91 1.270
16 O -4.824 -0.240 6.086  C103 1.250
17 O 0.423 -2.368 1.132  C94 1.258
18 O 3.839 1.839 0.627  C93 1.235
19 O 0.877 1.739 -8.867  C87 1.227
20 O -3.849 3.194 -5.117  C50 1.247
21 O -4.532 1.388 -8.286  C35 1.248
22 O -1.278 -1.222 10.120  C34 1.227
23 C -0.377 0.323 -1.883  C82 1.385, C104 1.395, H110 1.080
24 C -4.217 -1.574 2.272  Cl8 1.769, C96 1.504, H130 1.090, H156 1.090
25 C 3.002 -7.147 -1.116  C56 1.379, C65 1.398, H117 1.080
26 C -3.174 -2.818 -2.463  C30 1.435, C70 1.370, H148 1.080
27 C 1.290 -5.170 -2.502  C38 1.418, C39 1.456, C91 1.509
28 C -0.621 -0.155 -5.455  C31 1.388, C43 1.408, H128 1.080
29 C -0.960 1.036 -7.569  C31 1.392, C67 1.453, C87 1.462
30 C -1.915 -2.998 -3.128  C26 1.435, C99 1.412, H160 1.080
31 C -0.140 0.487 -6.587  C28 1.388, C29 1.392, H124 1.080
32 C -5.342 0.733 -2.761  C41 1.497, C53 1.454, C58 1.415
33 C 8.017 2.811 1.165  Cl6 1.831, C59 1.525, H158 1.090, H159 1.090
34 C -2.050 -0.856 9.238  O22 1.227, C37 1.494, C73 1.507
35 C -3.295 1.428 -8.444  O21 1.248, C67 1.512, C85 1.480
36 C -1.264 2.325 -9.697  C60 1.343, C85 1.421, C87 1.491
37 C -3.465 -0.418 9.428  C34 1.494, C42 1.363, C77 1.415
38 C 0.885 -5.890 -1.349  C27 1.418, C56 1.420, C71 1.571
39 C 2.684 -5.426 -2.831  C27 1.456, C65 1.404, H151 1.080
40 C 4.101 4.554 -2.276  Cl3 1.799, C83 1.470, H107 1.090, H144 1.090
41 C -4.533 1.031 -1.537  O14 1.196, C32 1.497, C76 1.495
42 C -3.928 -0.283 10.703  C37 1.363, C66 1.370, H164 1.080
43 C -2.003 -0.233 -5.199  C28 1.408, C46 1.431, H165 1.080
44 C 2.026 5.083 1.881  Cl2 1.764, C81 1.591, H149 1.090, H154 1.090
45 C -1.867 3.443 -0.445  C49 1.391, C72 1.370, H127 1.080
46 C -2.898 0.257 -6.202  C43 1.431, C67 1.414, H122 1.080
47 C 1.815 -5.545 2.833  Cl12 1.766, C100 1.515, H131 1.090, H152 1.090
48 C -6.860 0.324 -5.155  C69 1.366, C75 1.399, H145 1.080
49 C -2.839 2.447 -0.463  C45 1.391, C76 1.377, H119 1.080
50 C -4.151 2.599 -4.064  O20 1.247, C58 1.481, C90 1.506
51 C 2.891 -1.276 4.464  C89 1.372, C101 1.367, H113 1.080
52 C 2.145 -1.007 2.181  C54 1.412, C89 1.408, C94 1.496
53 C -6.405 -0.258 -2.809  C32 1.454, C75 1.367, H116 1.080
54 C 2.993 0.116 2.067  C52 1.412, C62 1.359, C93 1.502
55 C -3.510 2.728 -10.465  C85 1.354, C102 1.393, H161 1.080
56 C 1.689 -6.905 -0.767  C25 1.379, C38 1.420, H112 1.080
57 C 8.953 1.166 6.063  Cl10 1.770, C80 1.518, H142 1.090, H157 1.090
58 C -5.175 1.540 -3.912  C32 1.415, C50 1.481, C69 1.405
59 C 6.909 3.776 1.575  Cl5 1.786, C33 1.525, H163 1.090, H167 1.090
60 C -0.743 3.060 -10.693  C36 1.343, C86 1.374, H143 1.080
61 C 1.550 1.650 -1.075  C79 1.340, C104 1.399, H121 1.080
62 C 3.759 0.436 3.143  C54 1.359, C101 1.345, H136 1.080
63 C -1.401 -4.667 -1.360  C71 1.532, C97 1.381, C99 1.449
64 C -2.381 3.943 -2.766  C72 1.393, C90 1.447, H106 1.080
65 C 3.463 -6.422 -2.220  C25 1.398, C39 1.404, H126 1.080
66 C -5.227 0.006 11.026  C42 1.370, C88 1.349, H162 1.080
67 C -2.390 0.902 -7.352  C29 1.453, C35 1.512, C46 1.414
68 C -0.555 -0.330 5.263  C84 1.392, C98 1.398, H140 1.080
69 C -5.910 1.303 -5.085  C48 1.366, C58 1.405, H105 1.080
70 C -3.423 -3.379 -1.239  C26 1.370, C97 1.370, H138 1.080
71 C -0.497 -5.668 -0.634  O13 1.222, C38 1.571, C63 1.532
72 C -1.701 4.197 -1.577  C45 1.370, C64 1.393, H135 1.080
73 C -1.550 -0.698 7.825  C34 1.507, C78 1.347, C95 1.458
74 C 0.972 -0.457 -0.033  C79 1.435, C82 1.375, C94 1.463
75 C -7.015 -0.470 -4.013  C48 1.399, C53 1.367, H120 1.080
76 C -3.564 2.167 -1.600  C41 1.495, C49 1.377, C90 1.422
77 C -4.400 -0.195 8.390  C37 1.415, C92 1.401, C103 1.462
78 C -0.231 -0.490 7.643  C73 1.347, C84 1.394, H168 1.080
79 C 1.779 0.725 -0.134  C61 1.340, C74 1.435, C93 1.574
80 C 8.606 -0.203 5.507  Cl1 1.771, C57 1.518, H155 1.090, H166 1.090
81 C 2.314 3.806 2.785  Cl11 1.787, C44 1.591, H118 1.090, H129 1.090
82 C -0.015 -0.654 -0.970  C23 1.385, C74 1.375, H123 1.080
83 C 5.195 3.655 -2.672  Cl4 1.796, C40 1.470, H115 1.090, H147 1.090
84 C 0.301 -0.443 6.355  C68 1.392, C78 1.394, H141 1.080
85 C -2.670 2.159 -9.568  C35 1.480, C36 1.421, C55 1.354
86 C -1.574 3.558 -11.667  C60 1.374, C102 1.398, H132 1.080
87 C -0.340 1.654 -8.739  O19 1.227, C29 1.462, C36 1.491
88 C -6.080 0.345 10.038  C66 1.349, C92 1.399, H134 1.080
89 C 2.025 -1.603 3.451  C51 1.372, C52 1.408, H139 1.080
90 C -3.405 2.921 -2.795  C50 1.506, C64 1.447, C76 1.422
91 C 0.353 -4.145 -3.093  O15 1.270, C27 1.509, C99 1.497
92 C -5.700 0.228 8.696  C77 1.401, C88 1.399, H150 1.080
93 C 3.032 0.919 0.798  O18 1.235, C54 1.502, C79 1.574
94 C 1.187 -1.369 1.090  O17 1.258, C52 1.496, C74 1.463
95 C -2.461 -0.501 6.703  C73 1.458, C98 1.373, C103 1.554
96 C -2.925 -1.487 1.508  Cl7 1.711, C24 1.504, H111 1.090, H153 1.090
97 C -2.638 -4.412 -0.799  C63 1.381, C70 1.370, H133 1.080
98 C -1.940 -0.301 5.449  C68 1.398, C95 1.373, H114 1.080
99 C -1.022 -3.923 -2.545  C30 1.412, C63 1.449, C91 1.497
100 C 3.125 -6.107 2.320  Cl9 1.771, C47 1.515, H109 1.090, H125 1.090
101 C 3.756 -0.228 4.313  C51 1.367, C62 1.345, H108 1.080
102 C -2.960 3.474 -11.506  C55 1.393, C86 1.398, H137 1.080
103 C -3.980 -0.367 6.999  O16 1.250, C77 1.462, C95 1.554
104 C 0.394 1.485 -1.846  C23 1.395, C61 1.399, H146 1.080
105 H -5.905 1.888 -5.993  C69 1.080
106 H -2.154 4.472 -3.680  C64 1.080
107 H 3.608 5.011 -3.134  C40 1.090
108 H 4.406 0.043 5.131  C101 1.080
109 H 3.716 -6.482 3.155  C100 1.090
110 H -1.245 0.379 -2.522  C23 1.080
111 H -3.250 -1.360 0.475  C96 1.090
112 H 1.314 -7.455 0.084  C56 1.080
113 H 2.918 -1.772 5.423  C51 1.080
114 H -2.445 0.009 4.546  C98 1.080
115 H 4.797 2.787 -3.198  C83 1.090
116 H -6.697 -0.846 -1.951  C53 1.080
117 H 3.663 -7.855 -0.639  C25 1.080
118 H 3.077 3.147 2.369  C81 1.090
119 H -2.838 1.776 0.383  C49 1.080
120 H -7.699 -1.305 -3.998  C75 1.080
121 H 2.029 2.605 -1.237  C61 1.080
122 H -3.970 0.166 -6.101  C46 1.080
123 H -0.519 -1.608 -1.009  C82 1.080
124 H 0.936 0.495 -6.685  C31 1.080
125 H 2.927 -6.830 1.528  C100 1.090
126 H 4.444 -6.572 -2.644  C65 1.080
127 H -1.255 3.721 0.401  C45 1.080
128 H 0.139 -0.525 -4.782  C28 1.080
129 H 2.803 4.119 3.707  C81 1.090
130 H -3.978 -1.845 3.301  C24 1.090
131 H 1.791 -4.519 2.465  C47 1.090
132 H -1.061 4.240 -12.329  C86 1.080
133 H -2.860 -4.895 0.141  C97 1.080
134 H -7.137 0.528 10.165  C88 1.080
135 H -1.059 5.050 -1.417  C72 1.080
136 H 4.434 1.275 3.061  C62 1.080
137 H -3.564 4.076 -12.169  C102 1.080
138 H -4.393 -3.305 -0.770  C70 1.080
139 H 1.299 -2.381 3.636  C89 1.080
140 H -0.164 -0.242 4.260  C68 1.080
141 H 1.345 -0.215 6.202  C84 1.080
142 H 8.828 1.119 7.145  C57 1.090
143 H 0.306 3.245 -10.871  C60 1.080
144 H 3.290 3.972 -1.838  C40 1.090
145 H -7.364 0.028 -6.063  C48 1.080
146 H 0.116 2.157 -2.644  C104 1.080
147 H 5.781 3.165 -1.895  C83 1.090
148 H -3.963 -2.211 -2.883  C26 1.080
149 H 1.397 5.749 2.472  C44 1.090
150 H -6.506 0.438 8.009  C92 1.080
151 H 3.057 -4.850 -3.665  C39 1.080
152 H 0.864 -6.025 2.601  C47 1.090
153 H -2.326 -2.378 1.697  C96 1.090
154 H 2.868 5.734 1.648  C44 1.090
155 H 8.245 -0.861 6.298  C80 1.090
156 H -4.741 -0.622 2.192  C24 1.090
157 H 8.183 1.837 5.681  C57 1.090
158 H 7.680 1.794 1.364  C33 1.090
159 H 8.550 2.799 0.214  C33 1.090
160 H -1.595 -2.379 -3.953  C30 1.080
161 H -4.590 2.734 -10.460  C55 1.080
162 H -5.528 -0.017 12.063  C66 1.080
163 H 6.182 3.710 0.765  C59 1.090
164 H -3.374 -0.507 11.602  C42 1.080
165 H -2.432 -0.529 -4.253  C43 1.080
166 H 9.385 -0.679 4.913  C80 1.090
167 H 7.209 4.813 1.727  C59 1.090
168 H 0.443 -0.453 8.486  C78 1.080